Record 1
A cluster of 2 separate species, C7H14F2O in total in a non-equilibrium geometry, computed with ωB97M-V/def2-TZVPD.

Total energy: -549.9659 Eh
Structure (SMILES): FC[C@H]1CO1.CC(C)CF

Each line ends with the Löwdin charge.
Geometry (Å):
F: -2.441 4.063 2.247  -0.06
C: -1.604 3.160 1.631  -0.15
C: -1.846 1.788 2.251  -0.28
C: -2.456 0.634 1.758  -0.24
O: -1.163 0.767 1.548  -0.01
H: -0.557 3.542 1.536  0.13
H: -1.966 3.310 0.521  0.15
H: -1.730 1.882 3.307  0.14
H: -3.299 0.706 0.930  0.16
H: -2.679 -0.175 2.610  0.16
C: 1.928 -0.080 -1.034  -0.10
C: 0.974 -1.265 -1.329  -0.43
C: 0.973 -2.351 -0.208  -0.06
C: 1.454 -1.949 -2.576  -0.23
F: 1.467 -1.011 -3.607  -0.06
H: 3.033 -0.380 -1.201  0.09
H: 1.778 0.281 0.066  0.09
H: 1.669 0.795 -1.814  0.11
H: 0.010 -0.808 -1.556  0.13
H: 1.992 -2.659 -0.083  0.07
H: 0.454 -3.269 -0.465  0.07
H: 0.594 -1.895 0.712  0.07
H: 0.913 -2.831 -2.820  0.11
H: 2.501 -2.255 -2.423  0.12

Record 2
The ion C7H14F3N4 with charge +1 in a non-equilibrium geometry, computed with ωB97M-V/def2-TZVPD.

Total energy: -793.3892 Eh
Total charge: +1
Relative energy (zero: lowest compared OMol25 entry of this formula, charge and spin): 61.36 kJ/mol

Each line ends with the Löwdin charge.
Geometry (Å):
C: -1.360 -0.961 0.168  -0.16
C: -1.471 0.507 -0.081  -0.15
C: 0.565 0.696 0.147  -0.36
C: 1.066 1.779 0.964  -0.04
C: 1.906 -1.118 1.426  0.02
C: 1.175 -0.424 -2.001  0.03
C: -2.557 -1.701 -0.286  -0.58
N: -0.204 -1.469 0.450  0.17
N: 0.781 -0.604 0.603  -0.22
N: -2.159 1.320 0.738  0.11
N: 1.303 0.814 -1.221  0.08
F: -2.473 -3.002 -0.005  0.17
F: -3.684 -1.168 0.276  0.13
F: -2.782 -1.557 -1.595  0.16
H: -1.611 0.787 -1.065  0.12
H: 2.207 1.574 1.072  0.11
H: 0.611 1.882 2.037  0.14
H: 1.201 2.761 0.410  0.11
H: 2.800 -0.734 1.133  0.04
H: 1.698 -0.634 2.412  0.10
H: 1.702 -2.248 1.548  0.14
H: 1.644 -1.217 -1.504  0.09
H: 0.147 -0.681 -1.945  0.08
H: 1.619 -0.225 -2.972  0.12
H: -2.653 2.167 0.323  0.16
H: -2.591 0.984 1.599  0.13
H: 0.819 1.523 -1.617  0.12
H: 2.301 0.947 -1.013  0.18

Record 3
A structure of composition C7H14HfOPS in a non-equilibrium geometry, computed with ωB97M-V/def2-TZVPD.

Total energy: -1137.5012 Eh
Total charge: +1

Each line ends with the Löwdin charge.
Geometry (Å):
C: -0.332 -0.428 -1.877  -0.32
C: 0.628 -0.370 -2.878  -0.26
C: 1.969 0.112 -2.817  -0.15
C: 2.575 0.736 -1.706  -0.26
C: 1.991 1.018 -0.485  -0.27
Hf: 0.771 -0.587 0.001  1.35
P: -2.086 -1.050 0.505  0.67
H: -1.369 -0.651 -2.195  0.00
H: 0.361 -0.698 -3.890  0.10
H: 2.577 0.060 -3.735  0.11
H: 2.590 1.650 0.186  0.04
H: 3.601 1.050 -1.870  0.10
H: -2.338 -2.098 1.431  -0.11
H: -2.943 -1.660 -0.459  -0.08
H: -3.161 -0.281 1.048  -0.10
C: 0.441 0.720 4.404  -0.22
S: -0.134 0.634 2.684  0.88
C: 0.284 2.317 2.238  -0.25
O: 1.003 -0.317 2.063  -0.68
H: -0.320 1.369 4.879  0.07
H: 1.451 1.161 4.521  0.09
H: 0.412 -0.290 4.851  0.08
H: 1.300 2.581 2.586  0.09
H: 0.217 2.492 1.156  0.05
H: -0.467 2.942 2.763  0.08